# C42H35AgN4OPSi

A molecular structure, C42H35AgN4OPSi in a non-equilibrium geometry (ωB97M-V with the def2-TZVPD basis set, OMol25).

Last column: Löwdin charge in e.
Atoms and positions in Å:
Ag  -14.7586  -7.0299  -10.3071  0.777
C  -16.0875  -9.6012  -17.6938  -0.093
C  -14.7252  -9.6575  -17.4033  -0.100
C  -14.2233  -9.2628  -16.1798  -0.126
C  -15.0956  -8.8793  -15.1883  -0.393
C  -16.4719  -8.7946  -15.4407  -0.089
C  -16.9598  -9.1137  -16.7085  -0.083
P  -14.3095  -8.3242  -13.6050  1.079
C  -15.0137  -6.6052  -13.5054  -0.404
C  -16.2836  -6.2902  -13.0583  -0.139
C  -16.7552  -4.9974  -12.9119  -0.084
C  -15.8724  -3.9590  -13.1275  -0.092
C  -14.6395  -4.2426  -13.6546  -0.122
C  -14.2142  -5.5533  -13.8833  -0.140
C  -15.2759  -9.2637  -12.4163  -0.475
C  -15.8441  -10.4623  -12.7741  -0.152
C  -16.5352  -11.2884  -11.9027  -0.110
C  -16.6568  -10.8792  -10.5758  -0.132
C  -16.0171  -9.7319  -10.1525  -0.184
C  -15.3340  -8.8579  -11.0332  -0.299
H  -16.5315  -9.8123  -18.6460  0.088
H  -14.0816  -10.0261  -18.1986  0.096
H  -13.1809  -9.2877  -15.8796  0.087
H  -17.1779  -8.4809  -14.7080  0.093
H  -18.0363  -9.0720  -16.8839  0.100
H  -16.9824  -7.0959  -12.7692  0.105
H  -17.7103  -4.7908  -12.4793  0.091
H  -16.0460  -2.9328  -12.8100  0.105
H  -13.9360  -3.4356  -13.9225  0.114
H  -13.2043  -5.7612  -14.2576  0.105
H  -15.8636  -10.7443  -13.8189  0.086
H  -17.0611  -12.1596  -12.3173  0.097
H  -17.1909  -11.5165  -9.8710  0.091
H  -16.1535  -9.4370  -9.0948  0.075
N  -11.2694  -6.1455  -7.5142  0.108
C  -10.8352  -6.1277  -6.2330  -0.130
C  -9.8827  -5.1748  -6.1677  -0.174
N  -9.7830  -4.5230  -7.3690  0.110
C  -10.6358  -5.1527  -8.1605  -0.287
C  -10.9031  -4.8340  -9.5725  -0.328
N  -9.9858  -4.5543  -10.4771  0.099
C  -10.6963  -4.3841  -11.6939  -0.124
C  -11.9999  -4.6446  -11.4365  -0.119
N  -12.1291  -4.8924  -10.0963  0.085
H  -11.8989  -6.7685  -7.9570  0.139
H  -11.2167  -6.8513  -5.5358  0.101
H  -9.1930  -4.9809  -5.3360  0.097
H  -10.2712  -4.1367  -12.6377  0.077
H  -12.8622  -4.6101  -12.0692  0.064
H  -13.0259  -4.9172  -9.4988  0.117
O  -14.8159  -5.1457  -9.3505  -0.492
Si  -15.9949  -4.6751  -8.3775  0.452
C  -15.9263  -5.5146  -6.6575  -0.208
C  -16.7216  -5.0175  -5.6223  -0.120
C  -16.8385  -5.6562  -4.3989  -0.108
C  -16.1161  -6.8070  -4.1291  -0.107
C  -15.3194  -7.3485  -5.1409  -0.081
C  -15.2428  -6.7318  -6.4166  -0.071
C  -17.8246  -4.8745  -9.0344  -0.175
C  -18.3489  -5.7855  -9.9883  -0.097
C  -19.7199  -5.9805  -10.1525  -0.096
C  -20.6237  -5.1887  -9.4792  -0.111
C  -20.1646  -4.2158  -8.6103  -0.101
C  -18.7983  -4.0546  -8.4113  -0.111
C  -15.8168  -2.8294  -8.0650  -0.231
C  -15.2941  -2.2950  -6.8941  -0.088
C  -15.2511  -0.9041  -6.7354  -0.103
C  -15.6349  -0.0060  -7.7308  -0.076
C  -16.1864  -0.5837  -8.9261  -0.088
C  -16.2321  -1.9371  -9.0608  -0.125
H  -17.3823  -4.1398  -5.7136  0.104
H  -17.4288  -5.2356  -3.5759  0.102
H  -16.3145  -7.3563  -3.2288  0.089
H  -14.8349  -8.2657  -4.9343  0.078
H  -14.7350  -7.1761  -7.2316  0.055
H  -17.6589  -6.3379  -10.6003  0.056
H  -20.0715  -6.7315  -10.8494  0.100
H  -21.6809  -5.3056  -9.6016  0.090
H  -20.8073  -3.5270  -8.1091  0.088
H  -18.4813  -3.2406  -7.7333  0.100
H  -14.9058  -2.9336  -6.1494  0.085
H  -14.6910  -0.5113  -5.8816  0.097
H  -15.5460  1.0381  -7.4759  0.086
H  -16.6335  -0.0034  -9.7388  0.098
H  -16.5784  -2.3468  -10.0062  0.100

The value obtained for the orbital gap is 8.06 eV. As for the HOMO energy: -5.50 eV. The LUMO energy is 2.556 eV. The net charge is -1.